(1)
C2H12NO2S | the ωB97M-V functional and the def2-TZVPD basis

Values from the calculation:
energy above the lowest of the compared OMol25 structures with the same formula, charge and spin: 14.3 kcal per mole
charge: +1

Last column: Löwdin charge in e.
Atoms and positions in Å:
C: 0.291 -0.129 0.723  -0.218
C: -0.407 1.218 0.822  -0.483
S: -1.163 1.665 -0.789  0.778
N: 1.160 -0.162 -0.531  0.148
H: 0.938 -0.455 1.530  0.119
H: -0.400 -0.955 0.563  0.118
H: -1.252 1.160 1.498  0.077
H: 0.250 2.017 1.137  0.082
H: -2.233 0.874 -0.655  -0.110
H: 1.553 -1.091 -0.703  0.174
H: 0.573 0.067 -1.356  0.055
H: 1.935 0.495 -0.551  0.170
H: -0.068 -0.499 -3.562  0.048
H: 0.305 0.892 -4.082  0.056
O: 0.648 0.142 -3.587  -0.059
H: -1.312 -1.393 2.838  0.043
H: -0.252 -1.838 3.802  0.056
O: -0.566 -2.008 2.906  -0.053

(2)
H3NO2 | the ωB97M-V functional and the def2-TZVPD basis

Values from the calculation:
energy above the lowest of the compared OMol25 structures with the same formula, charge and spin: 35.0 kcal per mole

Last column: Löwdin charge in e.
Atoms and positions in Å:
N: -0.837 -0.423 -0.363  -0.019
O: 0.572 0.803 1.043  -0.070
O: -0.338 -0.402 0.872  -0.208
H: -0.156 -0.900 -1.040  0.128
H: -1.195 0.439 -0.695  0.073
H: 0.539 0.733 2.033  0.097

Short version: HOMO-LUMO gap = 0.38226 0.40132 Eh, in the order given.